Entry 1:
{"formula": "C4H9N3", "method": "ωB97M-V/def2-TZVPD", "homo_ev": [-8.187, -8.191], "gap_ev": [7.9, 7.9], "spin_multiplicity": 1, "elements": ["C", "C", "C", "C", "N", "N", "N", "H", "H", "H", "H", "H", "H", "H", "H", "H"], "xyz": [[0.56021, -0.41393, -0.46283], [0.69201, -1.70527, 0.32554], [1.37354, 0.66495, -0.06421], [-1.35838, 0.02783, -0.29406], [-1.49261, 1.31537, -0.32867], [-0.74339, 2.08815, 0.45069], [-2.04856, -1.02109, -0.31243], [0.48300, -0.56845, -1.53624], [-0.64471, 2.99818, -0.00361], [-2.99170, -0.87800, 0.04318], [-0.14953, -2.36472, 0.12938], [1.61377, -2.21464, 0.03519], [0.73239, -1.50628, 1.39862], [0.27108, 1.63025, 0.56717], [1.75151, 1.36653, -0.79798], [1.95138, 0.58111, 0.85026]]}

Entry 2:
{"formula": "C4H9N3", "method": "ωB97M-V/def2-TZVPD", "homo_ev": [-8.356, -7.374], "gap_ev": [9.1, 7.6], "spin_multiplicity": 1, "elements": ["C", "C", "C", "C", "N", "N", "N", "H", "H", "H", "H", "H", "H", "H", "H", "H"], "xyz": [[1.12621, -0.76662, 1.07816], [0.80712, -0.82830, -0.49734], [-1.56968, -0.98110, -0.80299], [0.22773, 2.00558, 0.32397], [0.42478, -0.14167, 1.84198], [-0.41565, -0.14256, -0.61019], [-0.70740, 0.93693, 0.06309], [1.92669, -1.41188, 1.55499], [1.64296, -0.32226, -0.97313], [0.68562, -2.00492, -0.76567], [-1.46723, -1.67787, -0.03943], [-2.26150, -0.19842, -0.52033], [-1.79447, -1.44528, -1.77384], [0.27887, 2.16254, 1.33568], [1.32950, 1.77652, -0.11257], [-0.23355, 3.03931, -0.10240]]}

Entry 3:
{"formula": "C4H9N3", "method": "ωB97M-V/def2-TZVPD", "homo_ev": -9.241, "gap_ev": 10.0, "smiles": "[H]/N=C\\N(/C=N\\[H])CC", "spin_multiplicity": 1, "elements": ["H", "N", "C", "N", "C", "N", "H", "C", "C", "H", "H", "H", "H", "H", "H", "H"], "xyz": [[-0.64521, 1.58241, 1.98072], [-0.96946, 0.53990, 2.13821], [-1.09664, -0.08202, 1.03926], [-0.43432, 0.20060, -0.19711], [0.08449, 1.52378, -0.41645], [-0.48134, 2.69488, -0.27946], [-1.21077, 2.84023, 0.39814], [0.08612, -0.79467, -1.07414], [1.10761, -1.53365, -0.33280], [-1.68700, -1.12719, 1.01798], [1.17044, 1.66127, -0.86559], [-0.67888, -1.57668, -1.34894], [0.59236, -0.35968, -2.11804], [2.25243, -1.14566, -0.22534], [0.54971, -1.66211, 0.63908], [1.36046, -2.76143, -0.35550]]}

Entry 4:
{"formula": "C4H9N3", "method": "ωB97M-V/def2-TZVPD", "homo_ev": -7.574, "gap_ev": 8.5, "smiles": "Cc1[nH]n(C)c1N", "spin_multiplicity": 1, "elements": ["C", "C", "N", "N", "C", "C", "N", "H", "H", "H", "H", "H", "H", "H", "H", "H"], "xyz": [[0.30220, 2.04450, 1.28397], [-0.08911, 0.83202, 0.53768], [-1.42185, -0.02015, 0.47257], [-0.61032, -1.04508, -0.11272], [-1.06093, -1.56677, -1.38275], [0.53932, -0.22309, -0.02454], [1.76880, -0.48897, -0.62844], [1.38346, 2.23401, 1.16041], [-0.25166, 2.91808, 0.92418], [0.07172, 1.94603, 2.33710], [-1.66705, -0.26103, 1.43194], [-1.08942, -0.79273, -2.15899], [-2.06579, -1.99112, -1.31997], [-0.37802, -2.35037, -1.71003], [2.47093, 0.19250, -0.37175], [2.09771, -1.42785, -0.43865]]}

Entry 5:
{"formula": "C4H9N3", "method": "ωB97M-V/def2-TZVPD", "homo_ev": -9.380, "gap_ev": 10.2, "smiles": "[H]/N=C\\C(N)=N\\[H].C=C", "spin_multiplicity": 1, "elements": ["H", "N", "C", "C", "N", "N", "H", "H", "H", "H", "C", "C", "H", "H", "H", "H"], "xyz": [[2.09924, 1.07357, -0.61602], [1.20712, 1.55756, -0.53290], [0.33346, 0.94862, 0.14708], [0.55471, -0.11571, 1.17233], [1.83042, -0.18859, 1.67153], [-0.41455, -0.88389, 1.44466], [-0.18545, -1.65955, 2.06320], [-0.66133, 1.40228, 0.21267], [2.43728, 0.60992, 1.58282], [2.03077, -0.83873, 2.41374], [-0.98495, -0.56709, -1.86480], [-2.07261, -0.04543, -1.30682], [-0.60911, -0.21293, -2.81247], [-0.52802, -1.45977, -1.46420], [-2.58655, 0.79697, -1.74425], [-2.45043, -0.41722, -0.36656]]}

Entry 6:
{"formula": "C4H9N3", "method": "ωB97M-V/def2-TZVPD", "homo_ev": -7.906, "gap_ev": 8.7, "spin_multiplicity": 1, "elements": ["C", "C", "N", "C", "C", "N", "N", "H", "H", "H", "H", "H", "H", "H", "H", "H"], "xyz": [[0.72043, 1.56429, -0.00032], [-1.37536, -0.54332, 0.78605], [0.49711, 0.31834, -0.72711], [1.22906, -1.20670, -0.16854], [-0.69740, -0.60573, -0.56739], [2.10895, -1.24474, 0.67470], [-1.28492, -0.87082, -1.67604], [0.63883, 0.37693, -1.73160], [2.65556, -0.46177, 1.02668], [-2.17073, -1.34668, -1.54257], [0.69734, 1.36337, 1.07057], [1.69971, 1.96761, -0.25743], [-0.04832, 2.30045, -0.24745], [-0.66486, -0.51589, 1.61038], [-2.01570, 0.33845, 0.84054], [-1.98969, -1.43377, 0.90953]]}

E (a.u.)
-321.92954 -321.88028 -321.94335 -321.98344 -322.01418 -321.93874
Maximum force (eV/Å)
1.0 4.8 6.9 2.9 2.0 3.1
Energy relative to the best compared isomer or geometry (same formula, charge and spin) (kcal per mole)
100.9 131.8 92.2 67.1 47.8 95.1